(1)
This record from OMol25 describes a 6-piece molecular cluster, C28H45N7O7S overall. The level of theory is wB97M-V/def2-TZVPD.

```
88
Properties=species:S:1:pos:R:3:mulliken_charge:R:1
O 0.4197 8.3491 4.3700 -0.335
N -0.6280 8.2952 3.8283 0.103
O -1.5034 7.5364 4.5792 -0.154
C -2.5599 7.0461 3.7055 -0.440
C -2.0817 5.8240 2.8609 0.615
C -3.1000 5.2009 1.9867 -0.832
C -2.6825 4.0822 1.1465 -0.573
C -1.3094 3.6159 1.1941 0.428
C -0.2751 4.1950 2.0881 0.145
C -0.6990 5.3154 2.9253 -0.457
N 1.0768 3.6877 2.1361 -0.249
C 1.6903 3.5120 0.8271 0.465
C 3.0583 4.0175 0.5888 -0.678
C 3.7185 3.9021 -0.7357 -0.747
C 2.9603 3.2597 -1.8126 -0.359
C 1.6108 2.7057 -1.6465 -0.639
C 0.9911 2.8491 -0.2869 0.545
S -0.6988 2.2547 0.1415 -0.256
H -3.5258 6.8939 4.2427 0.390
H -2.7373 7.8898 2.9700 0.310
H -4.1428 5.5942 1.9425 0.326
H -3.4208 3.5966 0.4724 0.376
H -0.0023 5.8491 3.6163 0.223
H 1.7029 4.2915 2.6695 0.340
H 3.6139 4.5016 1.4361 0.228
H 4.7421 4.2850 -0.9393 0.491
H 3.4543 3.2014 -2.8171 0.357
H 1.0370 2.2259 -2.4673 0.363
C -2.2147 -3.3671 0.7395 -0.498
N -2.8772 -2.0944 0.5181 0.171
C -3.0851 -1.6397 -0.8424 -0.866
C -3.3072 -1.3192 1.5472 0.118
O -3.8702 -0.2430 1.4375 -0.623
H -1.2148 -3.3300 0.2975 0.310
H -2.7931 -4.1568 0.2645 -0.048
H -2.1272 -3.5814 1.8020 0.317
H -2.5837 -0.6790 -0.9802 0.164
H -4.1555 -1.5032 -1.0118 0.317
H -2.6906 -2.3633 -1.5544 0.375
H -3.0972 -1.7622 2.5343 0.321
C -5.7141 -8.0474 0.7830 -0.937
N -4.5685 -7.1598 0.7574 0.172
C -3.8798 -6.9397 -0.5016 -0.853
C -4.1219 -6.5314 1.8693 0.076
O -3.1671 -5.7756 1.9151 -0.549
H -5.4045 -9.0418 0.4536 0.315
H -6.4810 -7.6631 0.1067 0.345
H -6.1284 -8.1173 1.7888 0.305
H -2.8381 -7.2473 -0.3988 0.189
H -3.9076 -5.8756 -0.7454 0.228
H -4.3520 -7.5106 -1.2988 0.383
H -4.7160 -6.7688 2.7672 0.271
C 9.6313 2.2572 0.0619 -0.927
N 8.2487 2.6464 0.2523 0.114
C 7.2037 1.8762 -0.3991 -0.825
C 7.8987 3.7067 1.0193 0.108
O 6.7590 4.0812 1.2166 -0.558
H 9.8736 2.3015 -1.0026 0.332
H 9.7700 1.2357 0.4238 0.328
H 10.3003 2.9223 0.6075 0.299
H 6.6320 2.5304 -1.0600 0.226
H 6.5290 1.4715 0.3577 0.286
H 7.6370 1.0609 -0.9767 0.367
H 8.7648 4.2217 1.4672 0.255
C 0.1253 7.9477 -3.5735 -0.931
N 0.2318 6.5056 -3.6539 0.173
C -0.3472 5.6965 -2.5964 -0.735
C 0.8548 5.8867 -4.6847 0.095
O 0.9773 4.6826 -4.8097 -0.566
H 0.6121 8.2931 -2.6583 0.331
H -0.9304 8.2293 -3.5519 0.318
H 0.6028 8.4207 -4.4315 0.307
H 0.4254 5.0809 -2.1321 0.072
H -1.0945 5.0287 -3.0308 0.272
H -0.8113 6.3276 -1.8395 0.400
H 1.2582 6.5911 -5.4315 0.268
C -0.0501 -11.8046 -1.0988 -0.932
N -1.1408 -10.8533 -1.0222 0.127
C -1.2563 -10.0081 0.1525 -0.830
C -2.0564 -10.7278 -2.0124 0.089
O -2.9923 -9.9504 -2.0070 -0.540
H -0.1206 -12.5002 -0.2593 0.331
H 0.8996 -11.2671 -1.0464 0.329
H -0.0903 -12.3666 -2.0315 0.301
H -2.2214 -10.1863 0.6315 0.269
H -1.2066 -8.9606 -0.1509 0.222
H -0.4535 -10.2233 0.8559 0.371
H -1.8776 -11.4142 -2.8563 0.263
```

Calculated values
- HOMO: -7.443 eV
- SMILES string: O=NOCc1ccc2c(c1)Nc1ccccc1S2.CN(C)C=O.CN(C)C=O.CN(C)C=O.CN(C)C=O.CN(C)C=O
- Total energy: -65359.5363 eV
- Kohn-Sham gap: 7.7 eV


(2)
This record from OMol25 describes a 5-piece molecular cluster, C28H46B2N6O8P overall. The level of theory is wB97M-V/def2-TZVPD.

```
91
Properties=species:S:1:pos:R:3:mulliken_charge:R:1
C 3.6447 2.2680 4.1993 -0.925
C 4.0014 1.3841 3.0404 0.825
O 4.5205 0.2839 3.1670 -0.585
O 3.7113 1.9175 1.8170 -0.386
C 2.3594 1.5290 1.3897 0.892
C 2.5050 0.5766 0.2282 -1.371
C 1.2140 -0.1529 -0.1914 -2.026
C 0.1523 -0.3614 0.8737 -1.150
O -0.9918 -0.8289 0.1918 0.569
B -1.3593 -2.2276 0.6961 0.957
B -3.0334 -2.5245 0.8374 -1.050
O -3.8026 -2.2457 -0.3296 -0.206
N -3.8024 -3.0034 2.0107 -0.133
C -4.3153 -1.9470 2.8642 -0.911
C -3.1072 -4.0387 2.7657 -0.971
O -0.4816 -2.3843 1.8751 -0.085
C 0.4612 -1.3581 2.0490 2.707
C 1.8395 -1.9794 2.0083 -0.424
C 2.3549 -2.6151 3.3159 -1.197
C 1.6868 -3.9223 3.6845 0.503
O 0.5994 -4.0377 4.1905 -0.515
O 2.4240 -5.0448 3.4184 -0.510
P -0.1752 -0.7349 3.6894 -0.612
N -1.6392 0.0120 3.1389 -0.277
O 0.8893 0.5365 4.1518 -0.387
H 2.5650 2.3641 4.2115 0.159
H 4.0827 3.2448 4.0338 0.364
H 3.9480 1.8259 5.1344 0.332
H 1.8553 1.0867 2.2415 -0.124
H 1.8678 2.4358 1.0732 -0.035
H 3.3049 -0.1142 0.4596 0.504
H 2.8748 1.1601 -0.6110 0.397
H 0.7709 0.3912 -1.0164 0.702
H 1.5105 -1.1155 -0.5982 0.179
H -0.1622 0.6034 1.2825 0.840
H -1.0254 -2.9693 -0.2616 -0.323
H -4.3177 -1.4650 -0.1049 0.205
H -5.3277 -2.1994 3.1947 0.276
H -4.4182 -1.0293 2.2878 0.266
H -3.7166 -1.7962 3.7593 0.224
H -2.4340 -4.6137 2.1445 0.305
H -2.4852 -3.5862 3.5444 0.215
H -3.8275 -4.6693 3.2847 0.322
H 1.8575 -2.7592 1.2547 0.391
H 2.6018 -1.2575 1.7361 -0.256
H 3.3998 -2.8416 3.1048 0.462
H 2.3608 -1.9123 4.1380 0.395
H 3.3223 -4.7890 3.2052 0.345
H -1.6373 0.9906 3.4043 0.379
H -1.7567 -0.0849 2.1354 -0.239
H 0.3473 1.3047 4.3548 0.211
N 1.1828 7.3111 0.0963 0.025
C 0.4285 6.2845 -0.4039 -0.710
C 1.1554 5.1316 -0.2875 0.000
C 2.3987 5.4742 0.3130 -0.595
C 2.3844 6.8247 0.5386 -0.613
H 0.8986 8.2706 0.1340 0.186
H -0.5566 6.4631 -0.7974 0.336
H 0.8288 4.1532 -0.5948 0.499
H 3.2069 4.8021 0.5517 0.502
H 3.1208 7.4781 0.9738 0.390
N -2.3493 1.5072 -0.1253 0.432
C -3.0128 2.0706 0.9266 -0.158
C -3.0381 3.4307 0.7388 -1.073
C -2.3726 3.6950 -0.4868 -0.471
C -1.9604 2.4861 -0.9921 -0.782
H -2.1618 0.5076 -0.2440 -0.019
H -3.4079 1.4578 1.7191 0.404
H -3.4865 4.1514 1.4026 0.435
H -2.2133 4.6577 -0.9436 0.594
H -1.4243 2.2414 -1.8935 0.490
N -1.2498 -1.0375 -4.4717 0.092
C -2.1738 -1.3596 -5.4282 -0.410
C -3.2637 -1.8980 -4.7942 -1.038
C -2.9848 -1.8944 -3.3970 -0.045
C -1.7380 -1.3588 -3.2309 -0.916
H -0.3520 -0.6321 -4.6524 0.186
H -1.9743 -1.1798 -6.4711 0.406
H -4.1597 -2.2541 -5.2756 0.396
H -3.6154 -2.2460 -2.5974 0.661
H -1.1628 -1.1847 -2.3344 0.571
N 2.2441 -1.0843 -6.6964 0.011
C 2.6051 -2.3271 -6.2505 -0.556
C 1.8287 -3.2474 -6.9005 -0.351
C 0.9663 -2.5334 -7.7756 -0.270
C 1.2477 -1.2021 -7.6289 -0.603
H 2.6465 -0.2205 -6.3864 0.192
H 3.3772 -2.4481 -5.5109 0.391
H 1.8710 -4.3142 -6.7626 0.392
H 0.2235 -2.9502 -8.4341 0.411
H 0.8263 -0.3319 -8.1020 0.383
```

Calculated values
- HOMO: -3.876 eV
- Charge: -1
- Total energy: -65747.4682 eV
- Kohn-Sham gap: 6.1 eV
- Relative energy (zero: lowest compared OMol25 entry of this formula, charge and spin): 55.0 kJ/mol